No. 1
# C3H5NO2

An isolated molecule of C3H5NO2 (wB97M-V/def2-TZVPD, OMol25).

XYZ file:
```
11
Properties=species:S:1:pos:R:3:forces:R:3:nbo_charge:R:1
N 1.819209 0.191482 0.710908 -0.28 -0.16 -0.50 -0.61
C 1.208283 0.001111 -0.370217 0.32 0.27 0.40 0.38
O 0.453673 -1.123157 -0.599530 0.06 0.23 -0.03 -0.52
C -0.817035 -0.934576 0.041916 -0.33 0.00 0.19 -0.17
C -1.187201 0.558977 0.051866 -0.12 0.14 0.28 0.39
O -0.991547 1.287762 0.991602 -0.42 -0.37 -0.38 -0.48
H 2.151093 1.154402 0.722150 0.38 -0.12 0.00 0.35
H 1.085936 0.738430 -1.169519 0.28 -0.03 -0.07 0.14
H -0.783288 -1.309716 1.071073 0.03 0.13 -0.15 0.21
H -1.549112 -1.486583 -0.554362 0.08 0.00 0.15 0.20
H -1.603888 0.962021 -0.896316 0.01 -0.08 0.10 0.12
```
Positions in Å, forces in eV/Å.

Summary:
Relative energy (zero: lowest compared OMol25 entry of this formula, charge and spin), eV: 2.526
Total charge: 0
F_max, eV Å⁻¹: 0.7
Structure (SMILES): [H]/N=C/OCC=O
HOMO, eV: -10.1
Electronic energy, hartree: -322.48151

***

No. 2
# C18H18Cl2NO6SV

A structure of composition C18H18Cl2NO6SV (wB97M-V/def2-TZVPD, OMol25).

XYZ file:
```
47
Properties=species:S:1:pos:R:3:forces:R:3:nbo_charge:R:1
V -0.843396 -0.358234 0.582567 -0.74 -2.88 -3.03 1.34
Cl -2.751815 2.457865 6.788413 -0.10 0.00 0.13 0.09
C -2.182788 1.586401 5.426682 0.03 0.07 -0.21 -0.06
C -1.599336 0.324674 5.612715 0.10 0.08 -0.12 -0.14
C -1.031398 -0.343830 4.548838 0.09 -0.05 -0.42 -0.11
Cl -0.264601 -1.862507 4.728164 0.02 -0.07 0.16 0.10
C -1.099496 0.204875 3.259331 -0.80 0.65 0.57 0.43
O -0.582684 -0.404533 2.216325 1.53 -0.26 4.70 -0.53
C -1.814213 1.422073 3.059332 0.43 -0.49 -0.16 -0.26
C -2.046982 1.843153 1.720981 -0.15 0.00 0.83 0.45
O -1.699718 1.128901 0.740385 -1.68 3.88 0.19 -0.50
C -2.302341 2.130005 4.170792 -0.20 0.14 0.08 -0.14
H -1.584353 -0.124904 6.596140 0.07 0.04 0.03 0.27
H -2.575581 2.776148 1.531161 0.04 0.00 -0.18 0.21
H -2.799444 3.082618 4.041072 0.00 0.00 -0.02 0.25
C 1.576982 3.802460 -0.935457 -0.03 -0.07 0.08 -0.64
C 1.642977 2.433335 -1.552936 0.04 0.00 -0.09 -0.01
C 0.930575 2.148586 -2.718340 0.06 0.01 0.18 -0.22
C 1.142893 0.962793 -3.403541 0.00 -0.06 -0.06 -0.20
C 2.074852 0.063019 -2.917000 -0.23 -0.40 -0.17 -0.28
C 2.762652 0.296041 -1.738007 0.01 0.08 0.14 -0.20
C 2.530740 1.475629 -1.047129 0.01 0.01 -0.18 -0.23
S 2.387785 -1.434959 -3.821706 -0.18 -0.45 0.38 2.33
O 1.584948 -1.402934 -5.002017 -0.26 0.05 0.00 -0.93
O 3.798311 -1.631447 -3.878964 0.25 -0.04 0.14 -0.92
N 1.828157 -2.652415 -2.833620 -0.16 0.41 0.12 -0.91
C 0.464520 -3.165156 -2.863286 0.09 0.12 0.01 -0.21
C -0.119037 -3.350148 -1.444683 0.24 0.29 -0.29 -0.52
C -0.065696 -2.086418 -0.643897 1.23 -1.86 -0.50 0.82
O 0.512571 -2.006507 0.451196 -0.43 0.27 -0.02 -0.57
O -0.660400 -1.011425 -1.071300 0.09 0.00 -2.08 -0.59
H 0.660821 4.326949 -1.206410 0.00 -0.02 0.06 0.22
H 2.413810 4.393190 -1.312391 -0.01 0.06 0.03 0.24
H 1.674914 3.766161 0.151756 -0.05 0.02 -0.05 0.21
H 0.227669 2.873601 -3.110507 0.04 0.03 0.00 0.22
H 0.621943 0.738282 -4.324951 -0.01 0.03 0.02 0.25
H 3.492476 -0.425596 -1.393642 0.00 0.03 0.07 0.24
H 3.101591 1.694367 -0.151929 -0.02 0.00 0.00 0.22
H 2.547282 -3.262743 -2.475201 0.16 0.09 -0.17 0.42
H 0.441599 -4.136982 -3.359038 -0.13 0.05 -0.07 0.22
H -0.141308 -2.471906 -3.446261 -0.01 -0.05 0.00 0.24
H 0.442957 -4.109374 -0.904528 -0.06 0.00 0.09 0.25
H -1.163470 -3.661376 -1.520301 -0.01 -0.03 -0.03 0.26
C -2.660955 -1.377806 0.838654 0.61 0.25 -0.19 -0.77
H -3.197440 -1.305098 -0.106264 0.01 0.04 0.01 0.23
H -3.243181 -0.928285 1.641907 0.06 0.02 0.02 0.21
H -2.433384 -2.416533 1.076905 0.04 0.02 0.02 0.23
```
Positions in Å, forces in eV/Å.

Summary:
Relative energy (zero: lowest compared OMol25 entry of this formula, charge and spin), eV: 1.486
Total charge: +1
Multiplicity: 2
F_max, eV Å⁻¹: 4.9
<S²>: 0.77
HOMO (alpha / beta), eV: -11.8 / -11.8
Electronic energy, hartree: -3465.24838

***

No. 3
# C20H41N2P3SeTi

A structure of composition C20H41N2P3SeTi (wB97M-V/def2-TZVPD, OMol25).

XYZ file:
```
68
Properties=species:S:1:pos:R:3:forces:R:3:nbo_charge:R:1
Ti -0.685567 0.012179 0.840770 -0.51 -0.18 0.55 1.62
P -0.891076 -2.508157 1.064432 0.06 -2.14 0.07 0.79
P 1.265718 -0.525229 2.213171 1.39 -0.44 1.09 0.77
P -2.075415 -0.575593 -1.052948 -1.30 -0.60 -1.52 0.78
H 2.555564 4.936927 -1.457386 -0.30 -0.01 0.11 0.20
C 1.507385 5.241225 -1.426249 -0.02 0.20 0.53 -0.32
C 0.575298 4.598537 -0.706041 0.22 0.96 -1.04 -0.46
H 0.787643 3.694598 -0.122978 -0.06 0.24 -0.12 0.14
C 0.247300 -3.485135 -0.007916 0.27 0.47 -0.29 -0.93
C -0.545307 -3.281011 2.699425 0.02 0.49 0.33 -0.94
C -2.466951 -3.399708 0.712894 -0.37 0.48 -0.04 -0.94
C 2.126812 1.052081 1.877540 -0.45 0.18 -0.30 -0.95
C 0.966144 -0.480199 4.017989 -0.41 0.01 -0.14 -0.91
C 2.569218 -1.788842 1.950694 -0.14 -0.16 -0.38 -0.93
C -1.841123 1.032778 -1.885178 0.44 0.18 0.51 -0.96
C -3.878346 -0.646167 -0.764461 0.02 0.02 0.52 -0.92
C -1.734442 -1.823174 -2.348477 0.42 -0.03 0.10 -0.93
H 1.296507 6.205091 -1.932045 -0.05 -0.85 0.29 0.24
H -0.419192 5.055952 -0.737318 0.14 -0.55 0.41 0.22
H 0.100413 -4.545918 0.238207 -0.05 0.24 0.04 0.30
H 1.295295 -3.222950 0.170063 -0.25 -0.10 -0.06 0.26
H 0.029077 -3.339081 -1.071386 0.06 -0.04 0.27 0.27
H -0.808100 -4.345883 2.624522 0.07 0.32 -0.04 0.30
H -1.163742 -2.820853 3.479783 0.07 -0.20 -0.08 0.26
H 0.504898 -3.206638 3.000099 -0.34 -0.04 -0.08 0.26
H -2.357627 -4.424260 1.095706 0.05 0.31 -0.10 0.30
H -2.691894 -3.461183 -0.356607 0.05 0.03 0.34 0.26
H -3.315707 -2.929854 1.223561 0.10 -0.20 -0.06 0.26
H 3.150471 0.928831 2.261883 -0.17 0.23 -0.16 0.32
H 1.631324 1.888423 2.396419 0.27 -0.19 -0.12 0.28
H 2.156691 1.257051 0.793148 0.29 0.05 0.32 0.26
H 1.965239 -0.417671 4.471725 -0.26 0.02 0.05 0.30
H 0.442146 -1.377129 4.380177 0.31 0.34 -0.11 0.28
H 0.372754 0.409807 4.281725 0.28 -0.28 -0.03 0.27
H 3.399286 -1.574553 2.641816 -0.27 0.05 -0.15 0.31
H 2.942603 -1.720916 0.916690 -0.02 0.02 0.33 0.27
H 2.221362 -2.816063 2.129865 0.18 0.44 -0.01 0.27
H -2.322918 0.942195 -2.868678 0.15 0.18 0.12 0.32
H -0.769587 1.256637 -2.012790 -0.24 0.07 -0.27 0.27
H -2.312630 1.848475 -1.314724 0.04 -0.17 -0.25 0.28
H -4.362662 -0.333078 -1.698232 0.07 -0.09 0.12 0.30
H -4.167786 0.049571 0.035566 0.02 -0.14 -0.26 0.27
H -4.214495 -1.655076 -0.491964 0.12 0.31 -0.19 0.28
H -2.373250 -1.601442 -3.214041 0.10 0.06 0.19 0.31
H -1.937859 -2.851644 -2.027043 -0.01 0.40 -0.10 0.27
H -0.680027 -1.759297 -2.651159 -0.25 0.03 -0.07 0.27
C 2.916002 0.330195 -3.332397 0.29 -0.14 -0.55 -0.17
C 2.609641 1.594562 -2.795591 0.37 0.33 -0.07 -0.25
C 2.917904 2.738114 -3.538453 -0.38 -0.35 0.38 -0.18
C 3.482561 2.647158 -4.814925 -0.01 -0.39 0.00 -0.10
C 3.712197 1.379003 -5.379357 -0.41 -0.68 0.40 -0.14
C 3.375994 0.219226 -4.659795 0.81 0.62 0.15 -0.22
Se 3.041189 -1.249197 -2.252496 -0.03 0.49 -0.71 0.39
H 1.871348 -0.822507 -1.514747 -0.63 0.05 0.71 -0.02
H 2.252107 1.663855 -1.764126 0.12 0.18 -0.28 0.19
H 2.741841 3.721815 -3.115847 -0.04 -0.25 -0.08 0.24
H 3.738643 3.570262 -5.337015 0.00 -0.38 0.02 0.26
H 4.165441 1.245034 -6.357471 -0.14 0.25 0.09 0.27
H 3.615492 -0.764727 -5.055143 -0.10 0.21 -0.12 0.25
N -2.177647 1.948197 2.645533 -1.28 -0.35 1.18 -0.32
C -3.152283 2.022082 3.577481 0.59 0.16 -0.57 0.12
C -3.667519 0.753592 3.740101 -0.66 -1.33 0.34 -0.27
C -2.964983 -0.076941 2.888456 0.24 0.68 -0.02 0.05
N -2.043197 0.669597 2.209621 0.97 -0.42 -0.96 -0.58
H -1.615287 2.702158 2.319012 0.38 0.56 -0.27 0.45
H -3.423679 2.944986 4.063555 0.04 0.18 -0.01 0.30
H -4.465611 0.415164 4.399470 0.23 0.37 -0.12 0.31
H -3.023594 -1.145285 2.703884 -0.17 0.29 0.16 0.25
```
Positions in Å, forces in eV/Å.

Summary:
Relative energy (zero: lowest compared OMol25 entry of this formula, charge and spin), eV: 0.015
Total charge: +4
F_max, eV Å⁻¹: 2.1
HOMO (alpha / beta), eV: -18.1 / -18.1
Electronic energy, hartree: -5169.46474

***

No. 4
# C27H62FN9O9S

A cluster of 8 separate species, C27H62FN9O9S in total (wB97M-V/def2-TZVPD, OMol25).

XYZ file:
```
109
Properties=species:S:1:pos:R:3:forces:R:3:mulliken_charge:R:1
C 3.724001 4.176052 4.359260 0.06 -0.12 -0.06 -1.73
C 3.108229 2.832578 3.974860 -0.03 0.00 0.01 1.03
C 1.686570 3.022591 3.447690 0.10 0.02 -0.02 -0.99
C 4.070842 2.126300 2.990545 0.04 0.03 0.00 -1.60
N 3.456224 1.371452 1.889001 -0.07 -0.06 0.10 0.63
C 3.010933 2.093024 0.686210 0.19 0.02 -0.06 -0.65
C 3.994117 1.923276 -0.444166 0.01 0.23 -0.10 -0.44
N 4.556692 2.944910 -0.938012 -0.06 -0.21 0.06 -0.56
S 3.018563 -0.141383 2.142374 0.05 0.12 -0.10 1.17
O 2.390288 -0.638216 0.968195 -0.06 -0.04 0.07 -0.64
O 2.487275 -0.333677 3.443883 0.01 -0.05 0.02 -0.61
F 4.428914 -0.862720 2.211249 -0.07 0.02 -0.07 -0.27
H 3.871477 4.783863 3.465113 -0.05 0.10 0.09 0.42
H 4.697505 4.044278 4.839268 -0.01 0.01 0.05 0.40
H 3.072917 4.722568 5.041566 0.02 0.01 0.03 0.43
H 3.047833 2.210329 4.870595 -0.03 -0.09 -0.06 0.34
H 1.599128 3.914496 2.824530 0.00 -0.02 -0.05 0.22
H 1.354258 2.161568 2.868825 -0.06 -0.01 0.07 -0.32
H 0.982538 3.134074 4.268948 -0.01 0.08 0.00 0.60
H 4.730601 2.853817 2.511403 -0.05 0.05 -0.03 0.52
H 4.716301 1.439701 3.540029 0.03 0.01 0.00 0.45
H 2.968326 3.149614 0.941515 -0.03 0.01 0.03 0.37
H 2.011261 1.771131 0.397088 0.03 -0.08 -0.03 0.48
H 4.187554 0.893110 -0.766669 0.01 0.03 0.00 0.44
H 5.226043 2.709140 -1.674789 -0.01 -0.04 0.08 0.32
C -3.460179 1.841129 3.599176 0.01 0.04 0.00 -1.36
C -2.092263 2.191435 3.058743 -0.01 -0.07 0.02 0.87
O -1.557527 3.262925 3.295354 -0.04 0.03 -0.02 -0.64
N -1.467410 1.257245 2.293910 0.02 0.01 -0.04 0.07
C -1.937537 -0.061007 1.925245 -0.05 -0.02 0.01 -0.76
H -3.812102 2.688072 4.179926 0.00 0.00 0.00 0.31
H -4.165635 1.633366 2.793878 0.00 -0.02 0.00 0.39
H -3.417826 0.957870 4.237417 0.00 -0.01 0.00 0.34
H -0.561341 1.548366 1.963294 -0.01 0.00 0.02 0.02
H -1.259356 -0.834992 2.289951 0.00 0.01 0.02 0.29
H -2.021347 -0.159919 0.841484 -0.01 0.00 0.00 0.32
H -2.922025 -0.238162 2.349389 -0.01 -0.04 -0.03 0.16
C -4.429838 -3.421833 3.007111 -0.04 0.02 0.01 -1.49
C -4.887109 -2.731885 1.739700 0.11 -0.02 0.00 0.97
O -5.446101 -1.639533 1.776660 0.02 0.07 0.00 -0.69
N -4.643462 -3.352409 0.570994 -0.05 0.08 -0.03 0.14
C -3.976234 -4.613035 0.316126 -0.06 0.09 -0.04 -0.91
H -4.704207 -2.791516 3.847701 0.00 0.00 0.00 0.30
H -4.907224 -4.396461 3.115537 0.01 -0.01 -0.01 0.46
H -3.349263 -3.572601 3.005376 0.00 -0.01 -0.01 0.37
H -4.970254 -2.865431 -0.251071 0.07 -0.10 -0.09 -0.02
H -3.106687 -4.441720 -0.319876 0.04 -0.06 0.03 0.25
H -4.655566 -5.292580 -0.195801 0.04 -0.07 0.05 0.26
H -3.654029 -5.068547 1.248590 0.00 -0.01 0.00 0.37
C -5.078325 -8.932664 1.141989 -0.02 0.02 0.00 -1.34
C -5.566457 -8.249806 -0.116384 0.03 -0.03 0.00 0.82
O -6.174087 -7.194345 -0.078831 -0.02 -0.01 0.03 -0.65
N -5.296911 -8.854725 -1.304617 -0.01 0.01 -0.05 -0.15
C -4.592343 -10.095289 -1.540038 0.00 0.00 0.01 -0.83
H -5.376437 -8.318393 1.985857 0.00 0.00 0.00 0.29
H -5.515519 -9.926082 1.249151 0.00 0.00 0.00 0.41
H -3.992663 -9.038600 1.138242 0.00 0.00 0.00 0.35
H -5.643580 -8.343985 -2.101760 0.00 0.01 0.01 0.23
H -3.700879 -9.934882 -2.149064 0.01 0.01 0.01 0.29
H -5.228766 -10.822232 -2.047828 -0.01 0.00 0.01 0.29
H -4.278644 -10.527901 -0.594962 0.01 -0.02 -0.01 0.30
C -5.987170 -2.757768 -4.447193 0.06 0.01 0.07 -1.27
C -5.495842 -2.417366 -3.063961 -0.06 0.05 -0.01 0.92
O -4.747638 -3.163026 -2.440847 0.00 0.07 0.09 -0.68
N -5.902017 -1.238957 -2.526849 0.03 -0.02 0.03 -0.07
C -6.768125 -0.243317 -3.122388 -0.02 -0.01 -0.01 -0.91
H -5.563893 -3.719197 -4.722145 -0.01 0.00 0.00 0.26
H -7.075530 -2.823887 -4.473191 0.00 0.02 0.00 0.40
H -5.656576 -2.005519 -5.163790 -0.05 -0.07 -0.06 0.35
H -5.549682 -1.055628 -1.599176 -0.01 0.01 0.01 0.11
H -6.256002 0.715398 -3.216997 0.02 -0.01 0.00 0.30
H -7.667401 -0.096569 -2.522184 0.00 -0.02 0.00 0.31
H -7.067302 -0.561846 -4.115716 -0.01 0.02 -0.01 0.34
C 3.911853 8.867879 1.099261 -0.01 -0.02 0.00 -1.35
C 4.530213 7.932791 2.113217 -0.01 0.04 -0.05 0.74
O 4.055098 6.834020 2.342699 0.02 -0.01 0.00 -0.57
N 5.643953 8.359865 2.766649 0.03 -0.01 0.04 -0.15
C 6.340068 9.619196 2.620752 -0.01 0.00 -0.01 -0.85
H 3.043145 8.370179 0.680434 0.00 0.00 0.00 0.27
H 3.601841 9.805070 1.563068 0.00 0.00 0.00 0.37
H 4.614231 9.100007 0.297859 0.00 0.00 0.00 0.37
H 6.004851 7.690222 3.427782 -0.01 -0.01 -0.01 0.22
H 7.369830 9.466354 2.292924 0.00 -0.01 -0.01 0.29
H 6.356664 10.173554 3.560812 -0.02 0.00 0.00 0.29
H 5.840286 10.233524 1.878300 0.01 0.02 0.00 0.32
C 9.561174 1.112317 -0.401573 -0.01 0.04 -0.02 -1.35
C 8.162641 1.669479 -0.547686 0.01 -0.09 -0.03 0.96
O 7.835637 2.335443 -1.518562 -0.02 -0.01 0.00 -0.63
N 7.270409 1.394330 0.436591 0.02 0.08 0.02 0.07
C 7.444916 0.581125 1.620305 -0.01 0.00 -0.08 -0.72
H 10.133753 1.424054 -1.269478 0.00 0.00 0.00 0.32
H 10.043236 1.486837 0.502316 -0.01 -0.01 0.01 0.35
H 9.547651 0.023027 -0.351371 0.00 0.00 0.00 0.35
H 6.367084 1.814630 0.284915 -0.02 0.04 0.02 -0.10
H 6.756942 -0.264031 1.599530 0.04 -0.04 0.08 0.17
H 7.257355 1.162082 2.525290 0.02 0.00 0.01 0.20
H 8.459652 0.198222 1.668050 0.01 0.00 0.01 0.41
C -3.099538 -0.943915 -8.871672 -0.02 0.00 0.00 -1.35
C -3.321157 -1.283637 -7.415926 0.04 -0.02 0.02 0.80
O -4.438387 -1.293682 -6.923502 -0.02 0.06 -0.05 -0.62
N -2.230980 -1.581919 -6.664044 0.02 -0.01 0.04 -0.12
C -0.843335 -1.619000 -7.072604 -0.01 0.00 -0.01 -0.86
H -4.068783 -0.736100 -9.313478 0.00 0.00 0.00 0.31
H -2.459550 -0.067389 -8.978855 0.00 0.00 0.00 0.36
H -2.631405 -1.772922 -9.403605 0.01 0.00 0.00 0.36
H -2.448111 -1.802998 -5.704118 -0.01 0.00 0.00 0.18
H -0.418046 -2.614057 -6.932454 -0.01 -0.01 -0.01 0.29
H -0.245587 -0.906243 -6.502338 -0.01 0.01 0.00 0.29
H -0.759684 -1.362380 -8.124125 0.02 0.00 0.00 0.33
```
Positions in Å, forces in eV/Å.

Summary:
Total charge: 0
F_max, eV Å⁻¹: 0.2
Structure (SMILES): [H]/N=C/CN(CC(C)C)S(=O)(=O)F.CNC(C)=O.CNC(C)=O.CNC(C)=O.CNC(C)=O.CNC(C)=O.CNC(C)=O.CNC(C)=O
HOMO, eV: -8.8
Electronic energy, hartree: -2734.08447